(1)
# C30H88N4O19

12 unconnected molecules or ions with the total composition C30H88N4O19 in a non-equilibrium geometry (ωB97M-V/def2-TZVPD, OMol25).

Each line ends with the Löwdin charge.
Positions of all 141 atoms, in Å:
1 C 0.45 -5.27 -0.88  -0.030
2 C 0.85 -4.38 -2.13  -0.375
3 C 0.17 -4.99 -3.38  -0.193
4 O 0.49 -6.36 -3.70  -0.204
5 C -0.21 -7.00 -4.77  -0.103
6 N 0.58 -2.93 -2.00  0.076
7 H -0.62 -5.13 -0.74  0.068
8 H 0.76 -5.05 0.14  0.063
9 H 0.63 -6.32 -1.07  0.076
10 H 1.90 -4.49 -2.40  0.111
11 H 0.41 -4.45 -4.29  0.110
12 H -0.91 -5.02 -3.20  0.120
13 H -1.25 -6.67 -4.81  0.074
14 H -0.34 -8.04 -4.47  0.088
15 H 0.11 -6.80 -5.79  0.083
16 H 0.32 -2.56 -2.90  0.052
17 H -0.32 -2.83 -1.56  0.042
18 C -2.37 -1.72 2.30  -0.058
19 C -2.61 -1.94 3.75  -0.451
20 C -1.93 -0.88 4.61  -0.133
21 O -0.49 -0.70 4.24  -0.247
22 C 0.12 0.51 4.79  -0.071
23 N -4.06 -1.93 3.88  0.049
24 H -2.75 -2.47 1.61  0.081
25 H -1.28 -1.71 2.22  0.074
26 H -2.62 -0.69 2.04  0.074
27 H -2.26 -2.91 4.08  0.147
28 H -1.90 -1.18 5.66  0.122
29 H -2.39 0.10 4.67  0.110
30 H 1.16 0.66 4.51  0.069
31 H 0.42 0.36 5.82  0.090
32 H -0.35 1.43 4.41  0.086
33 H -4.30 -1.94 4.86  0.069
34 H -4.28 -0.96 3.71  0.056
35 C 3.09 -3.62 -5.20  -0.036
36 C 2.50 -2.25 -5.00  -0.447
37 C 3.26 -1.22 -4.24  -0.252
38 O 2.38 -0.28 -3.74  -0.158
39 C 3.02 0.74 -2.98  -0.091
40 N 2.09 -1.77 -6.31  0.035
41 H 2.56 -4.29 -4.52  0.053
42 H 4.18 -3.59 -5.07  0.086
43 H 2.86 -4.03 -6.18  0.080
44 H 1.57 -2.37 -4.45  0.104
45 H 4.19 -0.81 -4.63  0.134
46 H 3.74 -1.79 -3.45  0.112
47 H 3.42 1.54 -3.60  0.085
48 H 3.82 0.42 -2.31  0.094
49 H 2.34 1.26 -2.31  0.065
50 H 2.90 -1.53 -6.86  0.071
51 H 1.68 -0.86 -6.13  0.056
52 C -4.83 5.55 5.43  -0.064
53 C -5.45 4.11 5.25  -0.406
54 C -4.50 3.08 4.58  -0.170
55 O -4.30 3.39 3.17  -0.187
56 C -3.29 2.67 2.47  -0.100
57 N -5.72 3.69 6.63  0.008
58 H -3.81 5.50 5.81  0.074
59 H -5.44 6.15 6.10  0.068
60 H -4.87 6.01 4.44  0.069
61 H -6.39 4.22 4.72  0.135
62 H -4.90 2.07 4.61  0.114
63 H -3.60 3.11 5.20  0.115
64 H -3.22 2.93 1.41  0.074
65 H -3.42 1.59 2.51  0.064
66 H -2.31 2.84 2.91  0.078
67 H -4.85 3.89 7.10  0.059
68 H -6.36 4.32 7.09  0.067
69 C -0.38 0.28 -0.24  -0.204
70 C 0.99 0.17 0.52  -0.262
71 O 1.75 1.21 0.19  -0.054
72 O -1.30 1.22 0.24  -0.086
73 H -0.92 -0.66 -0.31  0.090
74 H -0.31 0.63 -1.27  0.123
75 H 1.52 -0.76 0.32  0.114
76 H 0.78 0.27 1.58  0.112
77 H 1.16 1.96 0.32  0.088
78 H -1.42 1.89 -0.44  0.028
79 C 4.28 -4.75 0.27  -0.259
80 C 3.72 -3.32 0.53  -0.204
81 O 3.51 -2.54 -0.68  -0.075
82 O 5.32 -4.66 -0.66  -0.050
83 H 3.46 -5.44 0.04  0.093
84 H 4.55 -5.29 1.18  0.114
85 H 4.57 -2.83 1.01  0.101
86 H 2.97 -3.39 1.32  0.095
87 H 2.60 -2.68 -0.94  0.029
88 H 5.07 -3.96 -1.27  0.068
89 C -1.54 4.54 -0.73  -0.185
90 C -0.22 4.68 -1.53  -0.250
91 O -0.50 5.14 -2.81  -0.038
92 O -2.20 3.38 -1.20  -0.096
93 H -2.22 5.36 -0.95  0.128
94 H -1.26 4.43 0.32  0.119
95 H 0.33 3.74 -1.59  0.111
96 H 0.48 5.21 -0.88  0.096
97 H -1.35 4.87 -3.16  0.078
98 H -2.56 3.51 -2.08  0.091
99 C -3.51 -2.26 -1.36  -0.191
100 C -3.65 -0.74 -1.05  -0.241
101 O -4.96 -0.32 -0.74  -0.052
102 O -2.43 -2.47 -2.26  -0.087
103 H -4.46 -2.60 -1.78  0.117
104 H -3.30 -2.75 -0.41  0.097
105 H -3.23 -0.07 -1.79  0.099
106 H -3.05 -0.50 -0.17  0.071
107 H -5.18 -0.49 0.18  0.085
108 H -2.41 -1.87 -3.01  0.051
109 C 3.83 6.03 1.86  -0.201
110 C 2.36 5.56 1.63  -0.215
111 O 2.34 4.66 0.51  -0.077
112 O 4.63 5.11 2.64  -0.086
113 H 4.00 6.96 2.40  0.112
114 H 4.18 6.24 0.85  0.115
115 H 1.75 6.45 1.47  0.115
116 H 1.94 5.15 2.54  0.112
117 H 2.90 3.89 0.61  0.088
118 H 4.96 5.40 3.50  0.081
119 C -2.75 0.61 -4.37  -0.230
120 C -2.12 1.12 -5.74  -0.199
121 O -2.11 2.56 -5.72  -0.080
122 O -3.20 -0.72 -4.54  -0.064
123 H -3.54 1.28 -4.03  0.118
124 H -1.99 0.70 -3.59  0.106
125 H -2.63 0.68 -6.59  0.115
126 H -1.09 0.78 -5.74  0.110
127 H -1.94 2.93 -6.59  0.082
128 H -4.01 -0.61 -5.04  0.102
129 C 4.50 0.06 2.66  -0.218
130 C 5.74 0.76 3.27  -0.240
131 O 5.40 1.94 3.94  -0.068
132 O 4.30 0.70 1.39  -0.067
133 H 3.55 0.02 3.19  0.099
134 H 4.71 -1.01 2.57  0.094
135 H 6.43 1.09 2.50  0.123
136 H 6.23 0.04 3.93  0.115
137 H 5.10 2.52 3.23  0.061
138 H 3.46 0.30 1.12  0.037
139 O 1.68 -1.99 2.87  -0.047
140 H 0.89 -1.65 3.29  -0.010
141 H 2.32 -2.07 3.59  0.040

Values from the calculation:
HOMO level (eV): -9.0
M (g/mol): 809.04
SMILES string: COC[C@H](C)N.COC[C@H](C)N.COC[C@H](C)N.COC[C@H](C)N.OCCO.OCCO.OCCO.OCCO.OCCO.OCCO.OCCO.O
Gap between HOMO and LUMO (Ha): 0.3417
ΔE to the lowest compared entry with this formula, charge and spin (kcal per mole): 86.8

(2)
# C5H10NO

2 unconnected molecules or ions with the total composition C5H10NO in a non-equilibrium geometry (ωB97M-V/def2-TZVPD, OMol25).

Each line ends with the Löwdin charge.
Positions of all 17 atoms, in Å:
1 C -0.26 -1.84 -1.68  0.043
2 C 1.70 -1.44 1.33  -0.009
3 C -0.20 -0.81 -0.83  -0.006
4 C 0.59 1.50 -0.31  -0.035
5 C -0.57 0.47 -0.15  -0.399
6 N -0.94 0.32 1.26  0.138
7 O 1.27 -1.13 2.36  0.032
8 H -0.42 -1.77 -2.71  0.045
9 H 0.10 -2.84 -1.43  0.071
10 H 2.80 -1.50 1.20  0.101
11 H 0.93 1.70 -1.32  0.095
12 H 0.13 2.43 -0.05  0.070
13 H 1.51 1.38 0.24  0.080
14 H -1.60 0.96 -0.55  0.201
15 H -1.53 -0.59 1.22  0.201
16 H -1.48 1.14 1.70  0.204
17 H -0.12 -0.02 1.97  0.167

Values from the calculation:
HOMO level (alpha / beta) (eV): -12.5 / -12.8
Charge: +1
M (g/mol): 100.14
Gap between HOMO and LUMO (alpha / beta) (Ha): 0.3010 / 0.3114
ΔE to the lowest compared entry with this formula, charge and spin (kcal per mole): 149.6

(3)
# C27H72O9

9 unconnected molecules or ions with the total composition C27H72O9 in a non-equilibrium geometry (ωB97M-V/def2-TZVPD, OMol25).

Each line ends with the Löwdin charge.
Positions of all 108 atoms, in Å:
1 C 2.68 2.55 -1.53  -0.058
2 C 3.14 2.00 -2.87  -0.468
3 C 2.61 0.58 -3.04  -0.063
4 O 2.61 2.87 -3.89  -0.054
5 H 3.27 2.07 -0.75  0.089
6 H 1.63 2.32 -1.34  0.066
7 H 2.85 3.62 -1.40  0.074
8 H 4.22 1.97 -3.01  0.138
9 H 2.84 0.01 -2.14  0.068
10 H 3.04 0.09 -3.91  0.077
11 H 1.51 0.56 -3.04  0.062
12 H 3.15 2.81 -4.68  0.086
13 C -1.34 -5.08 0.08  -0.036
14 C -2.80 -4.63 0.05  -0.471
15 C -3.22 -3.85 1.28  -0.055
16 O -2.94 -3.78 -1.11  -0.079
17 H -0.90 -5.15 -0.91  0.065
18 H -1.25 -6.04 0.58  0.084
19 H -0.81 -4.27 0.59  0.066
20 H -3.47 -5.47 -0.13  0.131
21 H -4.21 -3.40 1.24  0.080
22 H -2.55 -3.05 1.60  0.059
23 H -3.22 -4.58 2.10  0.089
24 H -3.75 -3.27 -1.06  0.076
25 C 2.15 -3.29 1.52  -0.061
26 C 3.06 -2.18 1.98  -0.454
27 C 3.85 -1.54 0.83  -0.052
28 O 2.22 -1.17 2.57  -0.078
29 H 1.57 -3.07 0.62  0.057
30 H 1.49 -3.75 2.25  0.076
31 H 2.70 -4.19 1.21  0.089
32 H 3.80 -2.44 2.74  0.139
33 H 3.21 -1.26 0.00  0.058
34 H 4.60 -2.25 0.45  0.082
35 H 4.47 -0.74 1.23  0.079
36 H 1.44 -1.10 2.00  0.040
37 C 0.26 -3.31 -5.06  -0.045
38 C 1.48 -3.11 -4.17  -0.490
39 C 1.08 -3.02 -2.69  -0.053
40 O 2.42 -4.17 -4.33  -0.039
41 H -0.39 -2.45 -4.95  0.033
42 H -0.33 -4.17 -4.72  0.092
43 H 0.68 -3.24 -6.07  0.093
44 H 1.93 -2.14 -4.40  0.123
45 H 1.97 -2.73 -2.12  0.071
46 H 0.78 -4.00 -2.31  0.071
47 H 0.39 -2.19 -2.53  0.075
48 H 1.93 -4.98 -4.10  0.089
49 C -0.89 3.17 3.87  -0.048
50 C -2.41 3.19 3.67  -0.468
51 C -3.16 2.86 4.97  -0.055
52 O -2.77 4.53 3.30  -0.062
53 H -0.38 3.30 2.92  0.046
54 H -0.66 2.16 4.23  0.068
55 H -0.58 3.92 4.59  0.088
56 H -2.69 2.46 2.91  0.121
57 H -2.80 1.91 5.38  0.067
58 H -4.22 2.74 4.73  0.083
59 H -3.01 3.66 5.69  0.082
60 H -2.91 5.07 4.08  0.077
61 C 0.59 6.50 2.59  -0.063
62 C 1.45 5.35 2.10  -0.477
63 C 1.10 4.88 0.71  -0.056
64 O 2.83 5.82 2.15  -0.057
65 H 0.63 6.59 3.68  0.076
66 H -0.47 6.25 2.45  0.071
67 H 0.73 7.50 2.19  0.082
68 H 1.37 4.54 2.83  0.114
69 H 0.10 4.45 0.63  0.068
70 H 1.87 4.12 0.53  0.057
71 H 1.15 5.63 -0.08  0.093
72 H 3.32 5.12 2.58  0.080
73 C -1.13 1.24 -5.05  -0.042
74 C -1.20 -0.02 -5.89  -0.507
75 C -2.44 -0.82 -5.60  -0.063
76 O -1.10 0.34 -7.26  -0.042
77 H -1.08 0.87 -4.01  0.053
78 H -2.06 1.81 -5.17  0.089
79 H -0.23 1.85 -5.12  0.077
80 H -0.30 -0.61 -5.66  0.110
81 H -2.71 -0.99 -4.55  0.079
82 H -2.22 -1.85 -5.92  0.069
83 H -3.37 -0.47 -6.06  0.087
84 H -1.24 -0.45 -7.80  0.087
85 C -0.07 -0.86 5.64  -0.059
86 C -0.99 -1.59 4.68  -0.466
87 C -1.48 -0.70 3.56  -0.051
88 O -0.32 -2.72 4.11  -0.061
89 H -0.63 -0.15 6.25  0.076
90 H 0.83 -0.44 5.18  0.081
91 H 0.39 -1.56 6.35  0.081
92 H -1.88 -1.94 5.22  0.136
93 H -1.97 0.24 3.85  0.056
94 H -2.20 -1.27 2.96  0.069
95 H -0.74 -0.43 2.81  0.054
96 H 0.58 -2.39 3.95  0.057
97 C -1.80 -0.03 -0.95  -0.015
98 C -0.43 0.29 -0.33  -0.428
99 C -0.48 1.42 0.68  -0.063
100 O 0.11 -0.78 0.47  -0.090
101 H -1.99 -1.10 -0.95  0.067
102 H -1.86 0.41 -1.95  0.060
103 H -2.61 0.45 -0.40  0.082
104 H 0.32 0.47 -1.11  0.102
105 H -1.28 1.25 1.39  0.060
106 H -0.81 2.34 0.18  0.085
107 H 0.45 1.70 1.16  0.086
108 H -0.06 -1.63 0.03  0.072

Values from the calculation:
HOMO level (eV): -10.0
M (g/mol): 540.86
SMILES string: CC(C)O.CC(C)O.CC(C)O.CC(C)O.CC(C)O.CC(C)O.CC(C)O.CC(C)O.CC(C)O
Gap between HOMO and LUMO (Ha): 0.3886
ΔE to the lowest compared entry with this formula, charge and spin (kcal per mole): 60.3